Entry 1:
C24H23N6O2SV as an isolated structure at a distorted geometry. Source: the Open Molecules 2025 dataset; level of theory: wB97M-V/def2-TZVPD.

## Properties
- multiplicity = 2
- E (a.u.) = -2749.69048
- total charge = -1
- max |F| (eV/A) = 2.28
- LUMO (spin up / spin down) (eV) = 2.8 / 2.7
- gap between HOMO and LUMO (spin up / spin down) (eV) = 5.46 / 4.58

```
57
Properties=species:S:1:pos:R:3:forces:R:3:lowdin_charge:R:1
V 0.147729 0.295339 -0.251283 -1.138 -0.298 -0.514 0.67
O 1.240128 -1.389894 -0.865411 0.515 -0.373 -0.368 -0.16
C 1.153805 -1.951522 -2.018844 -0.037 0.079 0.437 -0.37
C 2.302371 -2.219919 -2.807602 -0.048 -0.027 -0.072 -0.02
C 2.189977 -2.833114 -4.032569 0.079 0.004 -0.039 -0.12
C 0.951697 -3.250098 -4.540448 0.043 -0.035 -0.078 -0.14
C -0.175881 -3.035602 -3.777432 0.021 0.093 0.123 -0.07
C -0.096454 -2.383263 -2.544174 0.043 -0.082 -0.222 -0.16
C -1.266152 -2.224142 -1.722170 -0.194 0.010 0.231 -0.12
N -1.323133 -1.430461 -0.728515 -0.236 -0.262 -0.206 -0.09
C -2.510034 -1.429158 0.090968 0.009 -0.040 -0.016 -0.22
C -1.994609 -1.372003 1.517735 0.131 0.151 0.065 -0.20
N -1.148530 -0.190067 1.588504 0.325 0.132 -0.033 -0.02
C -1.260129 0.552702 2.622225 -0.159 -0.167 0.068 -0.12
C -0.612530 1.825908 2.815988 0.046 0.077 0.185 -0.16
C -0.564268 2.369074 4.108156 0.031 -0.050 -0.179 -0.08
C -0.004310 3.602125 4.345157 0.027 0.070 0.072 -0.13
C 0.486027 4.332909 3.252281 0.059 0.095 0.023 -0.11
C 0.419200 3.845797 1.971592 0.006 -0.061 0.127 -0.01
C -0.123235 2.559989 1.700797 -0.065 -0.011 -0.366 -0.36
O -0.192108 2.132700 0.491625 0.232 0.643 0.564 -0.21
H 3.260501 -1.896991 -2.420019 0.021 -0.002 0.002 0.10
H 3.086604 -2.995567 -4.621631 0.000 -0.018 -0.018 0.09
H 0.886758 -3.735043 -5.505590 0.004 -0.007 -0.010 0.08
H -1.148706 -3.364338 -4.131452 -0.011 -0.005 -0.002 0.10
H -2.135322 -2.848274 -1.965645 -0.033 -0.017 -0.044 0.12
H -3.140386 -2.310150 -0.080820 -0.019 -0.021 0.001 0.11
H -3.089751 -0.526069 -0.129838 0.012 -0.001 0.054 0.11
H -1.376518 -2.256016 1.702991 -0.044 -0.035 -0.019 0.12
H -2.798065 -1.331002 2.261345 -0.057 -0.037 -0.030 0.11
H -1.919239 0.234126 3.440627 -0.029 -0.027 -0.003 0.12
H -0.971672 1.786818 4.929326 -0.013 -0.007 0.014 0.10
H 0.050824 4.004121 5.348052 -0.006 0.017 0.009 0.08
H 0.926826 5.309323 3.422331 -0.001 0.016 0.014 0.09
H 0.790469 4.409462 1.125792 0.000 0.029 -0.014 0.11
C 3.659892 2.000493 -2.150540 0.004 0.149 0.016 -0.04
C 2.600631 1.436378 -1.248723 -0.757 0.175 -1.557 -0.28
N 1.381805 1.162692 -1.664090 0.558 -0.117 -0.065 -0.06
N 1.084011 1.321363 -3.002673 1.156 0.100 0.730 0.01
C -0.189135 1.326930 -3.225342 -1.708 -0.363 0.189 -0.84
N -0.596585 1.440974 -4.555781 0.426 -0.080 0.234 0.03
S -1.456839 1.194274 -2.033512 0.366 0.147 -0.560 0.64
C 2.899835 1.130478 0.102290 -0.324 -0.442 2.212 -0.18
C 4.113393 1.532743 0.722090 -0.378 -0.065 -0.821 -0.03
C 4.371453 1.220343 2.024177 -0.644 -0.607 0.918 -0.08
C 3.401694 0.498518 2.765928 0.830 0.536 -0.456 -0.06
C 2.224295 0.182141 2.131890 -0.319 -0.374 -0.284 -0.12
N 1.942812 0.470808 0.861243 1.275 0.964 -0.402 0.03
H 3.276836 2.080427 -3.163622 -0.046 -0.042 0.035 0.06
H 3.973641 2.995553 -1.822210 0.003 0.027 0.005 0.08
H 4.548181 1.364611 -2.156728 0.003 -0.037 0.014 0.08
H 0.133125 1.152506 -5.193541 -0.006 0.032 -0.036 0.07
H -1.476467 0.978320 -4.724531 0.009 0.099 0.069 0.05
H 4.832465 2.094824 0.141370 0.000 -0.020 0.017 0.10
H 5.299471 1.531548 2.488829 -0.017 -0.012 0.003 0.10
H 3.551048 0.226515 3.800639 0.028 0.053 0.011 0.09
H 1.435459 -0.339761 2.664864 0.027 0.042 -0.027 0.11
```
Positions in Å, forces in eV/Å.


Entry 2:
C12H25ClEuNO2P2 as an isolated structure at a distorted geometry. Source: the Open Molecules 2025 dataset; level of theory: wB97M-V/def2-TZVPD.

## Properties
- multiplicity = 8
- E (a.u.) = -2530.29047
- total charge = +1
- max |F| (eV/A) = 2.85
- energy relative to the best compared isomer or geometry (same formula, charge and spin) (kJ/mol) = 0.0
- LUMO (spin up / spin down) (eV) = -4.8 / -3.4
- gap between HOMO and LUMO (spin up / spin down) (eV) = 3.25 / 6.11

```
44
Properties=species:S:1:pos:R:3:forces:R:3:lowdin_charge:R:1
Eu 0.049204 -0.011162 2.113311 -0.109 0.146 -0.269 1.35
P -2.628275 0.113634 0.923586 -0.618 0.160 -1.796 0.69
C -2.176443 0.433975 -0.776504 0.995 0.636 -0.646 -0.40
C -0.881563 0.897554 -1.194431 -1.052 -0.652 0.785 -0.40
N 0.237403 0.621115 -0.416949 0.195 0.330 0.489 -0.05
C 1.454022 1.023981 -0.866488 0.041 0.408 -0.760 -0.37
C 1.603634 1.755031 -2.038069 1.477 -0.549 0.809 -0.07
C 0.501460 2.005570 -2.832249 -1.469 0.039 -0.378 -0.07
C -0.746710 1.562400 -2.440893 1.039 0.097 -0.089 -0.04
C 2.726446 0.650754 -0.114842 0.076 0.240 0.122 -0.33
P 2.669730 -0.915954 0.892777 0.251 1.068 -0.364 0.73
H -1.635035 1.700670 -3.045728 0.132 0.142 0.034 0.11
H 2.621915 2.057572 -2.330899 -0.692 -0.127 0.062 0.12
H 0.608725 2.546968 -3.763881 0.031 -0.009 -0.001 0.11
H 3.544569 0.512074 -0.851443 -0.421 0.126 0.343 0.10
H 3.078349 1.476616 0.544852 -0.415 -0.416 -0.250 0.10
H -1.986148 -1.093243 -2.003802 -0.201 -0.299 0.596 0.04
H -3.009045 0.693112 -1.474403 0.551 -0.014 0.726 0.08
H -1.062997 -2.480605 -1.010020 -0.655 -1.034 -1.693 0.04
O -1.950457 -2.092087 -2.053859 -0.246 0.530 -1.400 -0.05
H -2.126444 -2.335195 -2.991655 0.379 -0.069 0.985 0.12
H -0.530175 -2.126914 0.275183 0.850 1.538 2.238 -0.01
O -0.591091 -2.966322 -0.222662 -0.344 -1.198 -0.661 0.14
H 0.294198 -3.294295 -0.466642 0.103 0.208 -0.003 0.13
C 3.221300 -2.102692 -0.382661 -0.080 -0.601 -0.147 -0.30
H 4.252943 -1.878037 -0.695440 -0.352 0.035 0.108 0.05
H 3.220021 -3.107141 0.058706 0.006 0.082 -0.222 0.04
H 2.580611 -2.094728 -1.280970 0.125 0.059 0.423 0.05
C 4.250374 -0.670352 1.790634 0.175 -0.186 0.426 -0.30
H 4.362414 -1.514790 2.496189 0.196 0.477 -0.250 0.05
H 5.105386 -0.659398 1.085772 -0.439 0.032 0.411 0.06
H 4.227958 0.282651 2.360530 0.001 -0.633 -0.284 0.05
C -3.738286 1.553598 1.323272 0.288 -0.226 0.773 -0.28
H -4.628259 1.592093 0.673079 0.431 -0.109 0.213 0.05
H -4.041766 1.424105 2.381100 -0.092 0.338 -0.493 0.04
H -3.159037 2.488934 1.222084 -0.281 -0.427 0.081 0.04
C -3.897431 -1.189857 0.594290 0.012 -0.204 0.612 -0.29
H -4.298301 -1.509398 1.559796 -0.225 -0.148 -0.175 0.03
H -4.715650 -0.788928 -0.026914 0.377 -0.044 0.237 0.05
H -3.455102 -2.059131 0.082684 -0.105 0.404 0.267 0.02
Cl -0.552495 1.915398 4.454878 -0.800 -0.832 1.170 0.47
C 0.254637 2.274173 3.002800 0.617 -0.731 -2.220 -0.87
H -0.365560 2.830541 2.310302 0.372 0.727 0.211 -0.03
H 1.310957 2.477727 3.135584 -0.124 0.686 -0.022 -0.02
```
Positions in Å, forces in eV/Å.


Entry 3:
A 6-piece molecular cluster, C6H12Cl12 overall. Source: the Open Molecules 2025 dataset; level of theory: wB97M-V/def2-TZVPD.

## Properties
- multiplicity = 1
- E (a.u.) = -5758.09319
- max |F| (eV/A) = 0.90
- SMILES = ClCCl.ClCCl.ClCCl.ClCCl.ClCCl.ClCCl
- energy relative to the best compared isomer or geometry (same formula, charge and spin) (kJ/mol) = 28.4
- LUMO (eV) = 0.2
- gap between HOMO and LUMO (eV) = 11.02

```
30
Properties=species:S:1:pos:R:3:forces:R:3:lowdin_charge:R:1
Cl 15.169178 -4.810424 15.724945 -0.111 0.184 -0.220 0.48
C 14.289728 -3.741754 14.582604 0.569 -0.501 0.460 -0.99
Cl 12.958486 -4.605353 13.827190 -0.217 0.087 -0.111 0.51
H 13.944065 -2.906171 15.175697 -0.228 0.071 -0.194 0.03
H 14.991844 -3.456786 13.810639 -0.024 0.124 0.002 0.02
Cl 6.875396 -3.154269 11.555947 -0.212 -0.015 0.435 0.54
C 7.952503 -3.120358 10.187506 0.259 -0.093 -0.861 -1.04
Cl 7.068426 -2.918428 8.647331 0.179 0.033 0.266 0.50
H 8.659312 -2.304516 10.285449 -0.133 0.100 0.038 0.03
H 8.487262 -4.061541 10.111119 -0.067 -0.031 0.076 -0.02
Cl 12.343723 -7.049215 6.947624 -0.072 0.027 0.075 0.52
C 12.662254 -7.529310 8.607704 0.435 -0.637 0.306 -1.05
Cl 14.284150 -8.297042 8.785588 -0.415 0.432 -0.013 0.47
H 12.580753 -6.677248 9.270733 0.251 0.120 -0.110 0.00
H 11.968856 -8.297564 8.929591 -0.184 0.056 -0.248 0.01
Cl 8.052363 -6.147299 17.498675 -0.172 0.117 -0.022 0.50
C 8.033489 -7.811904 16.929877 0.278 -0.268 -0.147 -1.06
Cl 7.832086 -8.973803 18.252250 0.018 0.053 -0.082 0.50
H 7.236326 -7.973045 16.213448 -0.138 0.199 0.119 0.03
H 8.990192 -7.992192 16.450091 0.042 -0.078 0.144 -0.04
Cl 10.009019 -6.539334 10.795946 -0.068 0.111 0.021 0.53
C 9.520216 -5.786016 12.331801 0.413 -0.156 0.001 -0.99
Cl 9.575854 -6.959164 13.662071 -0.273 0.197 -0.202 0.55
H 10.238612 -5.009593 12.567857 -0.021 0.041 -0.047 0.00
H 8.528991 -5.373734 12.194686 -0.134 -0.172 0.235 -0.01
Cl 11.617411 -6.633489 16.538460 0.046 -0.237 -0.186 0.47
C 12.289933 -8.125137 15.839315 0.144 0.068 0.383 -1.01
Cl 12.084579 -9.480638 16.965471 -0.025 -0.027 -0.140 0.51
H 11.793132 -8.369166 14.908745 -0.137 0.122 0.018 -0.01
H 13.352274 -7.980642 15.683347 -0.004 0.073 0.004 0.02
```
Positions in Å, forces in eV/Å.